## w
A cluster of 2 separate species, C4H5NOS2 in total. Source: OMol25; level of theory: the ωB97M-V functional and the def2-TZVPD basis.

Geometry (Å):
C -1.30 -0.92 -0.14
C -2.60 -0.60 0.03
C -1.19 1.37 -0.39
C -0.55 0.23 -0.27
N 2.94 -0.36 -1.01
O 2.83 1.83 0.22
S -2.96 1.07 -0.28
S 2.18 0.57 -0.03
H -0.96 -1.96 -0.07
H -3.36 -1.19 0.08
H -0.63 2.15 -0.64
H 2.36 -1.09 -1.34
H 2.19 0.01 1.26

Orbital gap (alpha / beta): 0.2872 / 0.2978 hartree
E_HOMO (alpha / beta): -9.52 / -9.33 eV
LUMO (alpha / beta): -0.063 / -0.045 Ha

***

## x
A structure of composition C4H5NOS2. Source: OMol25; level of theory: the ωB97M-V functional and the def2-TZVPD basis.

Geometry (Å):
C -2.05 0.00 -1.64
C 0.20 -0.83 0.00
C 0.45 -1.39 1.28
C 1.64 0.29 1.06
H -2.22 0.35 -2.94
H -3.30 0.09 -1.04
H -1.31 1.05 -1.33
H 0.13 -2.30 1.91
H 2.49 2.79 0.48
N 1.49 -0.71 1.85
O 0.92 0.30 -0.08
S -0.79 -1.48 -1.17
S 2.35 1.84 1.63

Orbital gap: 0.3140 hartree
E_HOMO: -8.38 eV
LUMO: 0.006 Ha

***

## y
A structure of composition C4H5NOS2. Source: OMol25; level of theory: the ωB97M-V functional and the def2-TZVPD basis.

Geometry (Å):
C -0.54 -0.18 0.92
C 0.75 0.50 0.38
C -0.43 0.68 -0.37
C -1.08 1.83 -0.09
H -0.26 -1.71 -0.59
H -0.96 0.24 1.78
H 1.29 1.34 0.83
H 1.92 -1.77 0.30
H 0.52 -1.31 -1.91
N -1.93 2.52 0.59
O -0.56 -1.54 0.71
S 2.04 -0.51 -0.53
S -0.75 -0.08 -2.02

Orbital gap: 0.3154 hartree
E_HOMO: -9.49 eV
LUMO: -0.033 Ha

***

It is y that is the least stable of them.

***

## w
A structure of composition C31H20Br3N5O3Ru. Source: OMol25; level of theory: the ωB97M-V functional and the def2-TZVPD basis.

Geometry (Å):
Ru -0.10 0.36 -0.19
Br -5.27 5.60 -1.60
C -4.06 4.15 -1.54
C -3.98 3.27 -2.62
C -3.11 2.21 -2.55
C -2.28 1.98 -1.43
O -1.50 0.96 -1.44
C -2.35 2.91 -0.33
C -1.54 2.80 0.83
N -0.60 1.88 1.07
C 0.11 1.87 2.25
C -0.08 2.70 3.37
C 0.73 2.59 4.48
C 1.79 1.70 4.52
C 2.01 0.83 3.44
C 3.05 -0.13 3.40
C 3.14 -0.98 2.32
C 2.23 -0.88 1.28
N 1.27 0.06 1.26
C 1.15 0.90 2.31
C -3.26 3.98 -0.42
H -4.60 3.43 -3.49
H -3.04 1.51 -3.38
H -1.69 3.57 1.57
H -0.87 3.44 3.38
H 0.55 3.24 5.33
H 2.44 1.66 5.37
H 3.74 -0.19 4.22
H 3.90 -1.74 2.27
H 2.24 -1.57 0.44
H -3.35 4.67 0.40
Br -0.49 -3.59 -3.33
C -1.40 -3.47 -1.68
C -2.37 -4.39 -1.32
C -2.97 -4.32 -0.08
Br -4.29 -5.61 0.38
C -2.60 -3.32 0.86
C -3.07 -3.23 2.18
C -2.55 -2.27 3.02
C -1.64 -1.34 2.51
N -1.23 -1.37 1.27
C -1.65 -2.35 0.46
C -1.03 -2.40 -0.84
O -0.17 -1.53 -1.18
H -2.64 -5.18 -2.02
H -3.82 -3.92 2.54
H -2.84 -2.21 4.06
H -1.23 -0.56 3.14
N 3.93 -2.99 -3.09
C 4.23 -1.79 -3.62
O 5.10 -1.64 -4.45
C 3.45 -0.60 -3.11
C 3.90 0.66 -3.50
C 3.22 1.79 -3.07
C 2.13 1.63 -2.23
N 1.71 0.43 -1.85
C 2.33 -0.66 -2.29
H 4.43 -3.79 -3.46
H 3.16 -3.16 -2.47
H 4.77 0.73 -4.14
H 3.53 2.77 -3.38
H 1.58 2.48 -1.85
H 1.88 -1.60 -2.00

Orbital gap (alpha / beta): 0.2035 / 0.2056 hartree
E_HOMO (alpha / beta): -9.91 / -9.90 eV
Charge: +1
LUMO (alpha / beta): -0.161 / -0.158 Ha
Spin multiplicity: 2

***

## x
A structure of composition C31H20Br3N5O3Ru. Source: OMol25; level of theory: the ωB97M-V functional and the def2-TZVPD basis.

Geometry (Å):
Ru 0.07 0.33 -0.01
Br 4.60 0.44 5.91
C 3.19 0.42 4.65
C 1.86 0.36 5.09
C 0.84 0.35 4.18
C 1.08 0.39 2.79
O 0.08 0.37 1.98
C 2.45 0.44 2.35
C 2.84 0.48 0.99
N 2.07 0.44 -0.07
C 2.59 0.51 -1.36
C 3.92 0.61 -1.73
C 4.30 0.65 -3.07
C 3.37 0.62 -4.08
C 2.00 0.54 -3.76
C 0.98 0.53 -4.74
C -0.32 0.44 -4.34
C -0.63 0.34 -2.98
N 0.30 0.35 -2.04
C 1.61 0.46 -2.40
C 3.48 0.47 3.31
H 1.65 0.34 6.15
H -0.19 0.32 4.51
H 3.91 0.54 0.84
H 4.69 0.65 -0.97
H 5.35 0.71 -3.32
H 3.67 0.65 -5.12
H 1.25 0.61 -5.78
H -1.13 0.45 -5.06
H -1.65 0.25 -2.65
H 4.51 0.53 2.99
Br 0.01 5.33 0.10
C -1.47 4.17 0.12
C -2.77 4.65 0.20
C -3.84 3.78 0.18
Br -5.58 4.50 0.29
C -3.65 2.39 0.05
C -4.68 1.44 -0.04
C -4.34 0.12 -0.24
C -3.01 -0.26 -0.32
N -2.00 0.59 -0.16
C -2.31 1.91 -0.02
C -1.20 2.80 0.02
O 0.02 2.33 -0.05
H -2.95 5.71 0.27
H -5.71 1.75 0.02
H -5.12 -0.63 -0.36
H -2.74 -1.28 -0.55
N -3.17 -3.88 1.71
C -2.06 -4.58 1.34
O -1.97 -5.78 1.45
C -0.93 -3.79 0.73
C 0.07 -4.51 0.08
C 1.10 -3.83 -0.54
C 1.08 -2.45 -0.54
N 0.13 -1.74 0.08
C -0.83 -2.41 0.74
H -3.91 -4.41 2.13
H -3.22 -2.88 1.73
H 0.01 -5.59 0.09
H 1.91 -4.35 -1.03
H 1.85 -1.90 -1.07
H -1.49 -1.79 1.33

Orbital gap (alpha / beta): 0.2349 / 0.2104 hartree
E_HOMO (alpha / beta): -10.21 / -10.17 eV
Charge: +1
LUMO (alpha / beta): -0.140 / -0.163 Ha
Spin multiplicity: 2

***

It is w that is the least stable of them.